# C21H19F4IN5RbS2

C21H19F4IN5RbS2 as an isolated structure (ωB97M-V/def2-TZVPD, OMol25).

```
! RIJCOSX wB97M-V def2-TZVPD def2/J DEFGRID3
* xyz -2 1
Rb -0.935 -0.356 -1.504
C -1.952 0.106 2.221
C -0.492 0.031 2.635
N 0.434 0.016 1.497
C 1.415 -1.059 1.586
C 0.831 -2.444 1.367
C 1.094 1.302 1.318
C 0.158 2.474 1.056
N -0.547 2.300 -0.193
C -1.360 3.249 -0.603
C -2.026 3.092 -1.867
F -1.744 1.963 -2.574
C -2.889 3.997 -2.413
F -3.437 3.726 -3.622
C -3.220 5.190 -1.781
C -2.601 5.389 -0.560
F -2.872 6.531 0.124
C -1.722 4.497 0.010
F -1.199 4.848 1.221
H -2.599 0.162 3.101
H -2.222 -0.781 1.648
H -2.131 0.986 1.600
H -0.329 -0.868 3.236
H -0.245 0.882 3.288
H 1.946 -1.020 2.559
H 2.174 -0.865 0.824
H 0.045 -2.687 2.082
H 1.614 -3.201 1.462
H 0.374 -2.543 0.381
H 1.773 1.212 0.465
H 1.714 1.547 2.205
H 0.791 3.374 1.059
H -0.518 2.591 1.914
H -3.911 5.900 -2.205
S -2.598 -2.778 0.011
C -1.754 -3.913 -0.964
S -1.053 -3.509 -2.492
C -1.594 -5.236 -0.488
C -2.096 -5.675 0.768
N -2.451 -6.068 1.797
C -0.892 -6.239 -1.214
N -0.348 -7.109 -1.752
I 2.387 2.346 -2.505
C 2.919 0.389 -1.963
C 4.192 0.132 -1.467
C 4.488 -1.176 -1.119
C 3.527 -2.163 -1.276
C 2.284 -1.800 -1.772
N 1.997 -0.538 -2.104
H 4.911 0.931 -1.356
H 5.466 -1.420 -0.722
H 3.720 -3.193 -1.009
H 1.481 -2.524 -1.908
*
```

Output
**Gap between HOMO and LUMO**: 4.94 eV
**ΔE to the lowest compared entry with this formula, charge and spin**: 0.0 kJ/mol
**Calculated total energy**: -70833.7980 eV
**E_LUMO**: 3.5 eV